An isolated ion of composition C3H6N3O and charge +1. Source: OMol25; level of theory: ωB97M-V/def2-TZVPD.

* 2S+1: 1
* SMILES string: Cn1cnoc1=[NH2+]
* HOMO level: -15.0 eV
* orbital gap: 11.073 eV
* charge: +1
* LUMO: -3.93 eV

Each atom is followed by the atoms it is bonded to, with distances in Å.
Atoms and positions in Å:
1 C -1.430 -0.870 0.055  N2 1.471, H8 1.135, H9 0.993, H10 1.111
2 N -0.065 -0.340 0.189  C1 1.471, C3 1.424, C6 1.303
3 C 1.002 -1.268 0.016  N2 1.424, N4 1.255, H11 1.034
4 N 2.138 -0.737 -0.053  C3 1.255, O5 1.347
5 O 2.040 0.593 0.134  N4 1.347, C6 1.635
6 C 0.429 0.866 0.191  N2 1.303, O5 1.635, N7 1.286
7 N 0.088 2.096 0.028  C6 1.286, H12 0.998, H13 0.996
8 H -1.489 -1.734 -0.679  C1 1.135
9 H -1.754 -1.059 0.975  C1 0.993
10 H -1.956 0.002 -0.391  C1 1.111
11 H 0.957 -2.293 -0.108  C3 1.034
12 H -0.883 2.139 -0.197  N7 0.998
13 H 0.923 2.606 -0.161  N7 0.996

A 2-piece molecular cluster, C3H6N3O2 overall. Source: OMol25; level of theory: ωB97M-V/def2-TZVPD.

* 2S+1: 1
* HOMO level (alpha / beta): -15.0 / -15.0 eV
* orbital gap (alpha / beta): 7.565 / 7.569 eV
* charge: +1
* LUMO (alpha / beta): -7.44 / -7.43 eV

Each atom is followed by the atoms it is bonded to, with distances in Å.
Atoms and positions in Å:
1 C 0.042 -1.107 -0.657  C2 1.498, O7 1.192, O8 1.410
2 C -0.796 -2.332 -0.861  C1 1.498, H9 1.034, H10 1.181, H11 1.106
3 C -0.483 2.530 1.024  H12 1.169, H13 1.060, H14 1.032
4 N 2.824 1.051 0.005  N5 1.112
5 N 1.811 0.730 0.333  N4 1.112, N6 1.220
6 N 0.774 0.436 0.905  N5 1.220, O8 1.366
7 O 0.755 -0.565 -1.444  C1 1.192
8 O 0.046 -0.701 0.693  C1 1.410, N6 1.366
9 H -0.326 -3.236 -1.039  C2 1.034
10 H -1.338 -2.142 -1.892  C2 1.181
11 H -1.541 -2.414 -0.048  C2 1.106
12 H -1.321 2.185 0.285  C3 1.169
13 H -0.695 2.414 2.056  C3 1.060
14 H 0.248 3.150 0.643  C3 1.032

The largest force on an atom results, record by record, are as follows: 6.410 5.522 eV Å⁻¹.
The relative energy (zero: lowest compared OMol25 entry of this formula, charge and spin) results, record by record, are as follows: 60.7 159.8 kcal per mole.
The DFT total energy results, record by record, are as follows: -357.06000 -432.14661 a.u..